Record 1
72
Properties=species:S:1:pos:R:3:forces:R:3:mulliken_charge:R:1 method="wB97M-V/def2-TZVPD" gap_ev=8.761 homo_energy_ha=-0.32343 total_charge=0
H 19.829670 -11.140390 3.003380 0.038 -0.045 0.501 0.38
C 13.983110 -12.098930 -0.236610 2.124 -1.429 0.506 -0.75
O 16.077380 -15.177850 4.692220 0.924 0.061 -0.337 -0.60
H 17.078460 -13.340660 0.296700 2.132 -0.416 0.040 -2.07
H 22.305320 -9.761580 0.541190 -0.009 0.111 0.095 0.39
H 20.302030 -15.397430 2.639510 0.603 -0.268 -0.680 0.08
C 16.971760 -14.678090 3.648200 -0.934 -1.469 0.447 -0.31
H 13.867310 -11.615740 0.733560 0.052 0.785 -0.107 0.33
O 19.428710 -10.068210 1.313120 -4.431 -0.687 2.823 -0.74
H 15.635280 -14.862770 2.033310 -0.174 0.093 -0.002 0.33
C 19.762090 -11.054830 -0.883540 0.148 0.725 -1.257 -1.10
O 13.705090 -11.336600 -1.369650 -0.916 0.636 0.058 -0.52
C 19.308650 -16.214830 -3.056600 -0.341 -0.734 0.572 -0.80
H 19.982790 -16.848330 -0.647770 0.260 -0.508 0.696 -0.68
H 20.313600 -10.110150 0.943240 -1.043 0.780 1.624 0.39
C 18.682820 -14.444390 -0.603080 0.407 0.085 1.141 -2.54
O 20.872530 -17.916550 1.005950 -0.474 0.214 -0.601 -0.61
C 20.972900 -10.188390 -0.867430 1.971 -1.319 -0.891 -0.49
O 17.313630 -17.523960 -2.881480 0.214 -0.712 -0.263 -0.60
H 20.044280 -15.709540 -2.430790 0.122 0.345 -0.463 0.13
H 17.345690 -11.147740 2.719310 0.204 0.157 0.568 0.28
O 19.473730 -13.351250 -0.854240 -0.558 -1.314 -2.675 -0.64
H 17.908300 -16.268510 -1.499560 0.614 -1.069 0.798 -0.23
C 17.878720 -14.026370 0.575060 -0.889 -2.946 -0.926 1.80
C 18.414470 -17.030950 -2.091650 -1.262 0.572 -2.038 0.18
C 21.692800 -13.783400 1.841460 0.236 -0.250 2.100 -0.61
H 21.950000 -12.740680 2.027710 -0.611 0.246 0.365 0.21
H 16.923600 -18.261380 -2.406410 -0.134 -0.020 -0.050 0.35
H 20.341510 -19.053740 -1.438290 0.266 -0.394 -0.233 0.39
H 15.989940 -16.115080 4.503650 -0.190 -0.047 0.274 0.37
H 21.828130 -10.810350 -1.131710 -0.182 -0.357 -1.294 0.34
H 18.107400 -12.756160 2.804150 -0.137 0.699 0.161 -0.34
H 19.976050 -12.050220 1.552250 0.182 0.083 -0.209 -0.91
H 19.776430 -11.555050 -1.851870 -0.217 0.300 -0.043 0.41
C 19.370670 -11.276310 2.024120 -0.066 0.575 0.051 0.84
C 15.462770 -12.585330 -0.366990 -1.050 -0.015 0.618 -0.25
H 21.735910 -18.256300 -2.208100 -0.575 0.689 -0.199 0.34
H 20.615770 -14.218010 3.788630 0.589 0.536 -0.025 0.48
C 16.119840 -14.066140 2.597840 -0.887 1.304 0.150 -0.54
H 15.782070 -13.176810 0.491090 -1.607 0.254 -0.227 0.59
C 20.895990 -17.351910 -0.330650 1.631 -0.242 0.532 1.49
H 16.191010 -11.774550 -0.386930 -0.299 0.473 -0.180 0.01
H 20.229690 -13.395970 -0.264220 0.077 -0.256 -0.138 -0.10
H 19.793790 -16.778060 -3.853790 0.075 -0.373 0.322 0.32
H 17.326750 -14.895400 0.933140 0.005 -0.470 -0.346 0.59
H 19.620350 -13.861180 2.415330 0.628 0.044 0.350 0.41
H 19.280890 -15.282090 -0.244370 0.161 -0.253 -0.328 -0.23
H 17.399960 -15.537410 3.132140 0.762 -0.163 0.422 0.27
H 18.916790 -17.839340 -1.560360 -0.444 0.274 -0.195 0.39
C 18.006840 -11.848350 2.209290 -1.030 1.269 0.748 0.40
C 21.263560 -18.501480 -1.256850 -0.041 -0.299 -0.301 -1.38
H 21.043090 -17.235340 1.660530 -0.092 0.167 -0.110 0.29
H 15.667320 -13.195940 -1.246430 -0.400 0.029 -0.168 0.29
H 22.017880 -19.191500 -0.878740 -0.262 0.103 0.795 0.41
H 18.502430 -13.795650 1.438690 -0.329 0.139 -1.322 -0.18
H 15.349170 -13.455060 3.067670 -0.086 0.079 0.044 0.50
H 18.817010 -10.540590 -0.708870 0.210 -0.126 -0.241 0.27
H 21.650210 -16.565520 -0.359650 0.311 0.038 -0.026 -0.04
H 17.757100 -14.073760 4.102200 -0.268 0.087 0.032 0.12
H 22.639730 -14.270440 2.074290 0.011 -0.571 -0.198 0.50
H 13.993760 -10.450540 -1.139080 -0.046 0.213 -0.369 0.32
H 16.701100 -13.444890 1.916460 -1.250 -0.638 1.209 -0.33
O 21.341420 -13.921690 0.497400 1.823 -0.937 0.099 -0.34
H 18.172080 -14.759190 -1.513110 -0.235 0.819 0.431 1.30
H 18.651270 -15.518420 -3.577130 0.120 0.309 0.237 0.37
O 21.373370 -9.985310 0.486230 4.971 1.627 -1.537 -0.48
H 22.164250 -14.141900 0.054610 -0.177 0.022 -0.632 0.26
H 17.414120 -12.095020 1.328410 1.015 0.847 0.138 0.06
C 20.555360 -14.339430 2.707090 -0.610 0.297 0.360 -0.09
H 21.020460 -9.334450 -1.543170 -0.392 0.531 0.539 0.27
H 13.315560 -12.949720 -0.100160 -0.130 -0.139 -0.792 0.38
H 19.885980 -11.861180 -0.160670 -0.109 1.846 -0.443 0.68

Record 2
72
Properties=species:S:1:pos:R:3:forces:R:3:mulliken_charge:R:1 method="wB97M-V/def2-TZVPD" gap_ev=10.063 homo_energy_ha=-0.34821 smiles=CCO.CCO.CCO.CCO.CCO.CCO.CCO.CCO total_charge=0
H 1.373389 -3.404124 1.123104 0.005 0.186 -0.016 0.27
C -1.513679 -0.597703 6.491431 0.894 0.754 1.019 -1.28
H 5.240733 1.181806 -1.997889 -0.005 -0.025 -0.235 0.37
H -3.485520 -1.971196 3.640696 -0.093 0.010 -0.070 0.30
H -0.443047 0.458130 -3.597243 0.210 0.200 0.018 0.36
H 0.087247 0.193348 0.368311 -0.035 0.105 0.047 0.03
H 0.911300 -1.124036 -6.387423 -0.072 0.261 -0.044 0.19
O -1.670903 4.472043 3.631644 0.163 -0.347 -0.027 -0.54
H 0.064097 4.006021 4.736062 -0.224 0.055 -0.060 0.27
H -2.625422 0.366204 4.996891 0.122 0.367 -0.165 0.21
H 3.345098 -0.333996 -4.757191 -0.140 0.169 0.130 0.21
H 0.996433 -0.589609 -1.784960 -0.016 -0.101 -0.389 0.24
H 5.301111 -0.428112 -1.314106 -0.045 -0.033 -0.102 0.32
O -2.929867 -1.821581 2.869466 0.467 0.069 -0.137 -0.58
H 2.371386 -1.437338 3.280578 0.133 -0.045 -0.116 0.37
H -0.136334 3.050357 1.842822 -0.087 -0.039 -0.119 0.36
H -1.705470 -1.323023 -1.588143 0.020 -0.079 -0.021 0.41
H -1.690493 0.920625 -6.848722 0.047 0.137 -0.132 0.27
H -5.361098 0.058231 1.554637 0.036 0.019 -0.106 0.37
H 3.201499 -1.454517 -7.652201 -0.031 0.016 -0.024 0.31
C -1.561279 0.283749 5.262597 -1.100 -0.684 0.150 0.00
O 3.301193 -2.612486 0.951922 -0.199 0.087 0.276 -0.57
H -1.448859 -0.749931 3.597122 -0.183 -0.038 0.090 0.24
C 2.317597 -0.708734 -4.812585 0.787 -0.184 0.047 -0.50
C -1.982350 0.761592 -4.730162 0.560 -0.393 -0.100 -0.06
H -1.223885 0.962860 -0.550624 0.115 -0.025 -0.154 0.39
H 3.056274 -1.181945 -0.248131 -0.267 -0.230 -0.092 0.31
H -1.975603 2.471582 -5.989867 0.132 -0.014 -0.147 0.29
H -3.111547 -1.339888 0.898012 -0.021 -0.412 -0.002 0.05
C 3.395459 0.550395 -1.130856 -0.025 -0.526 -0.063 -0.21
C -0.739233 -1.073048 -1.148109 -0.018 0.150 0.130 -0.44
H 2.445413 -3.734092 2.486871 0.002 0.022 -0.100 0.37
H -1.936740 -1.583695 6.331351 -0.019 -0.093 0.000 0.27
C -2.245366 1.417229 -6.057520 -0.378 0.188 0.184 -1.19
C 1.948503 -0.797418 -6.277240 -0.192 -0.500 0.146 -0.38
H -0.328900 -1.958929 -0.646747 -0.144 -0.113 -0.175 0.13
C 1.681262 -1.730784 2.488945 -0.053 0.046 -0.001 -0.48
O 0.119451 -0.684370 -2.212980 0.159 -0.066 0.426 -0.42
H -4.497454 0.131329 3.102332 -0.304 -0.265 -0.052 0.21
C -0.876624 0.025186 -0.112797 -0.229 0.198 0.149 -0.19
H -0.479498 -0.665764 6.853335 -0.014 -0.450 -0.385 0.30
H -4.551138 -2.118742 1.636809 0.204 -0.211 -0.261 0.39
O -0.845813 -0.285599 4.192945 0.546 0.233 -0.215 -0.24
O 2.601547 -0.632036 -0.909675 0.337 0.594 -0.134 -0.60
H -3.738847 0.789479 1.729745 -0.074 -0.116 -0.285 0.20
H 0.299792 5.009722 3.298650 0.062 -0.176 -0.016 0.35
H -2.037221 -0.329775 -4.841499 -0.354 0.053 0.080 0.28
H -3.317291 1.375898 -6.260217 0.032 -0.089 -0.238 0.36
H 0.963819 2.501993 3.130010 0.059 0.108 -0.168 0.35
H 1.658904 -0.112257 -4.191330 -0.106 0.223 -0.244 0.05
H 2.362296 -1.707450 -4.373569 -0.197 -0.065 -0.118 0.33
H -1.192511 1.279910 5.504108 0.169 0.052 -0.210 0.18
H -0.722532 2.121315 3.256626 -0.095 0.011 -0.187 0.03
H -1.894464 5.195503 4.221734 0.211 0.060 0.042 0.29
H 2.101575 0.144038 -6.803121 -0.183 0.155 0.115 0.33
C -0.268738 4.160153 3.699354 -0.224 0.333 0.077 -0.36
C -4.385845 -0.042063 2.025393 0.451 0.678 0.571 -0.75
H 0.719427 -1.893255 2.974379 -0.031 -0.058 -0.101 0.17
H -1.608640 -0.238543 0.656603 0.298 -0.030 0.002 -0.27
H 1.580053 -0.891514 1.799610 -0.060 -0.032 -0.019 -0.05
O -0.653440 1.073101 -4.322575 -0.384 -0.056 0.235 -0.48
O 2.765552 -1.811636 -6.876942 0.168 -0.068 -0.059 -0.55
H 3.643379 0.984126 -0.157191 -0.092 0.207 -0.103 0.32
C 2.151731 -2.968946 1.758986 0.393 -0.094 0.060 -0.41
H 4.476852 -0.194857 -2.865899 -0.029 0.073 -0.070 0.16
C -0.033190 2.891308 2.911235 0.137 -0.031 0.418 -0.76
H 3.740974 -3.402810 0.626596 -0.112 -0.063 0.020 0.26
H 2.784661 1.246079 -1.707799 -0.129 -0.003 0.183 0.37
H -1.981553 -0.095553 7.349401 -0.469 -0.178 -0.301 0.40
C -3.744317 -1.395716 1.776870 -0.791 0.150 0.390 -0.14
C 4.673650 0.253970 -1.897268 0.142 -0.026 0.610 -1.06
H -2.736944 1.089787 -4.004601 0.160 -0.012 0.149 0.30

Results for energy relative to the best compared isomer or geometry (same formula, charge and spin): 244.3; 40.8 (in kcal/mol, following the order of the records).
Results for LUMO level: -0.04; 0.59 (in eV, following the order of the records).